(1)
# C38H41N8O4RbS3

C38H41N8O4RbS3 as an isolated structure (ωB97M-V/def2-TZVPD, OMol25).

Last column: Löwdin charge in e.
Geometry (Å):
Rb  -0.09  0.21  -0.89  0.67
S  2.96  0.96  0.02  0.43
C  2.57  0.07  1.42  -0.99
N  3.34  -0.76  2.02  0.01
N  2.73  -1.46  3.12  -0.02
C  2.93  -0.94  4.42  -0.28
C  2.55  -1.73  5.50  -0.05
C  2.66  -1.26  6.79  -0.11
C  3.14  0.03  7.03  -0.12
C  3.53  0.81  5.95  -0.09
C  3.43  0.34  4.65  -0.05
N  1.18  0.21  1.82  -0.03
N  1.03  0.82  2.88  0.10
C  -0.33  0.93  3.32  -0.23
C  -1.40  1.18  2.48  -0.06
C  -2.68  1.27  3.00  -0.10
C  -2.89  1.09  4.36  -0.08
C  -1.81  0.84  5.20  -0.07
C  -0.53  0.78  4.69  0.00
H  3.11  -2.40  3.09  0.11
H  2.15  -2.72  5.31  0.10
H  2.35  -1.88  7.62  0.10
H  3.22  0.40  8.04  0.09
H  3.92  1.80  6.12  0.10
H  3.73  0.96  3.82  0.10
H  -1.23  1.34  1.42  0.04
H  -3.51  1.50  2.34  0.09
H  -3.89  1.16  4.77  0.10
H  -1.97  0.71  6.26  0.11
H  0.33  0.60  5.32  0.11
O  -6.20  5.91  0.73  -0.03
C  -5.73  4.74  1.34  -0.25
N  -4.43  4.33  0.86  0.10
C  -3.36  5.13  1.12  -0.43
O  -3.48  6.14  1.79  0.07
C  -2.03  4.71  0.58  -0.10
C  -0.95  5.58  0.74  0.01
C  0.30  5.18  0.29  -0.03
C  0.42  3.93  -0.30  -0.13
N  -0.60  3.10  -0.47  0.00
C  -1.80  3.49  -0.03  -0.12
H  -5.62  6.63  1.04  0.08
H  -6.44  3.95  1.10  0.13
H  -5.66  4.86  2.42  0.13
H  -4.37  3.65  0.12  0.12
H  -1.11  6.53  1.23  0.12
H  1.17  5.81  0.41  0.11
H  1.39  3.56  -0.63  0.08
H  -2.59  2.76  -0.15  0.04
C  2.00  -2.93  0.02  -0.21
S  0.26  -2.95  0.47  0.89
O  -0.48  -2.68  -0.82  -0.62
C  0.15  -4.71  0.76  -0.40
C  -0.16  -5.56  -0.29  -0.08
C  -0.27  -6.92  -0.05  -0.07
C  -0.09  -7.41  1.24  -0.08
C  0.20  -6.54  2.29  -0.07
C  0.31  -5.18  2.05  -0.08
H  2.12  -3.55  -0.86  0.07
H  2.58  -3.33  0.86  0.06
H  2.31  -1.90  -0.15  0.01
H  -0.31  -5.15  -1.28  0.10
H  -0.51  -7.60  -0.86  0.11
H  -0.18  -8.47  1.43  0.11
H  0.33  -6.93  3.29  0.11
H  0.50  -4.49  2.86  0.12
C  -2.89  -4.63  -2.94  -0.09
C  -3.90  -3.51  -3.18  -0.22
C  -3.51  -2.18  -2.54  -0.21
N  -3.37  -2.34  -1.11  0.02
C  -3.34  -1.34  -0.24  -0.83
S  -3.53  0.27  -0.67  0.65
N  -3.12  -1.67  1.09  0.13
C  -3.04  -2.91  1.74  -0.40
O  -2.35  -3.01  2.73  0.12
C  -3.88  -4.03  1.24  -0.16
C  -5.17  -3.82  0.77  -0.03
C  -5.94  -4.89  0.36  -0.07
C  -5.42  -6.18  0.40  -0.07
C  -4.13  -6.39  0.87  -0.06
C  -3.37  -5.32  1.31  -0.01
H  -3.14  -5.51  -3.53  0.08
H  -2.87  -4.95  -1.89  0.06
H  -1.88  -4.31  -3.21  0.08
H  -4.89  -3.81  -2.81  0.11
H  -4.01  -3.34  -4.25  0.11
H  -4.26  -1.42  -2.73  0.10
H  -2.57  -1.83  -2.96  0.12
H  -3.01  -3.23  -0.80  0.10
H  -2.79  -0.89  1.66  0.10
H  -5.58  -2.81  0.74  0.12
H  -6.95  -4.73  0.01  0.11
H  -6.02  -7.02  0.06  0.11
H  -3.72  -7.40  0.91  0.11
H  -2.37  -5.48  1.71  0.10

Properties
**Strongest force on any atom**: 0.3 eV/A
**Molecular weight**: 855.47 g mol⁻¹
**Highest occupied orbital energy**: -7.103 eV
**HOMO-LUMO gap**: 6.83 eV
**LUMO energy**: -0.3 eV
**Charge**: 0
**ΔE to the lowest compared entry with this formula, charge and spin**: 8.9 kJ/mol



(2)
# C38H42Br55ClNO6P

C38H42Br55ClNO6P as an isolated structure at a distorted geometry (ωB97M-V/def2-TZVPD, OMol25).

Last column: Löwdin charge in e.
Geometry (Å):
C  2.55  -0.93  4.02  -0.09
C  1.23  -1.42  3.38  -0.24
C  1.47  -2.08  2.01  -0.17
C  0.35  -1.90  0.94  -0.31
C  -1.03  -1.86  1.60  -0.11
C  0.64  -0.69  0.04  -0.15
C  1.35  0.41  0.59  -0.06
C  1.63  1.50  -0.23  -0.12
C  1.24  1.53  -1.57  -0.02
C  0.57  0.45  -2.19  -0.15
C  0.17  0.48  -3.65  -0.16
C  1.30  0.77  -4.68  -0.16
C  2.73  0.44  -4.22  -0.15
C  3.54  -0.17  -5.37  -0.15
O  4.91  0.29  -5.42  -0.03
C  5.59  0.23  -4.26  -0.35
O  5.56  -0.69  -3.48  0.02
C  0.25  -0.68  -1.34  -0.24
P  -0.65  -2.05  -2.23  0.65
O  -1.44  -2.96  -1.13  -0.38
Cl  0.92  -3.27  -2.83  0.24
C  1.67  2.87  -2.09  -0.32
O  1.74  3.30  -3.21  0.09
N  2.04  3.69  -0.95  0.06
C  0.91  4.55  -0.49  -0.16
C  1.48  5.79  0.16  -0.75
O  1.89  5.82  1.28  0.04
Br  1.54  7.39  -0.93  0.72
C  2.36  2.75  0.11  -0.36
O  3.08  2.96  1.04  0.18
H  2.94  -1.62  4.77  0.07
H  3.32  -0.79  3.26  0.06
H  2.40  0.06  4.46  0.06
H  0.60  -0.54  3.32  0.07
H  0.75  -2.13  4.05  0.11
H  2.42  -1.79  1.57  0.09
H  1.54  -3.16  2.19  0.10
H  0.44  -2.75  0.27  0.10
H  -1.85  -1.95  0.90  0.07
H  -1.08  -2.63  2.36  0.00
H  -1.15  -0.90  2.09  0.03
H  1.66  0.41  1.62  0.10
H  -0.61  1.25  -3.75  0.11
H  -0.31  -0.45  -3.95  0.03
H  1.21  1.80  -5.02  0.10
H  1.07  0.14  -5.54  0.10
H  3.22  1.38  -3.95  0.11
H  2.75  -0.28  -3.40  0.11
H  3.55  -1.26  -5.23  0.11
H  3.10  0.02  -6.35  0.12
H  6.21  1.12  -4.10  0.15
H  -0.98  -3.80  -0.99  -0.03
H  0.29  4.03  0.25  0.08
H  0.31  4.79  -1.36  0.04
C  -1.60  2.80  3.20  -1.58
Br  -3.29  2.04  3.75  0.56
Br  -0.34  2.91  4.64  0.60
Br  -0.86  1.85  1.70  0.76
H  -1.80  3.81  2.87  -0.04
C  2.63  -7.40  5.07  -1.63
Br  4.26  -8.37  5.41  0.59
Br  2.24  -6.16  6.48  0.58
Br  2.67  -6.58  3.33  0.55
H  1.83  -8.12  5.06  -0.04
C  2.53  7.32  4.08  -1.63
Br  1.58  6.35  5.45  0.53
Br  2.15  9.20  4.15  0.55
Br  4.42  6.97  4.17  0.58
H  2.18  6.95  3.13  -0.08
C  -4.00  3.53  -0.73  -1.64
Br  -3.05  1.91  -1.14  0.56
Br  -2.77  4.93  -0.26  0.59
Br  -5.20  4.04  -2.15  0.59
H  -4.61  3.34  0.14  -0.13
C  4.09  -5.38  -4.00  -1.68
Br  5.18  -6.95  -4.20  0.59
Br  5.11  -3.82  -3.56  0.61
Br  3.00  -5.07  -5.56  0.56
H  3.41  -5.56  -3.18  -0.15
C  4.67  -7.79  -0.43  -1.60
Br  5.41  -7.51  1.31  0.54
Br  3.98  -9.58  -0.61  0.60
Br  3.32  -6.48  -0.85  0.60
H  5.46  -7.67  -1.16  -0.06
C  -3.13  0.11  -7.02  -1.67
Br  -3.39  1.65  -5.90  0.55
Br  -1.56  0.27  -8.12  0.58
Br  -3.09  -1.51  -5.99  0.55
H  -3.98  0.05  -7.68  -0.13
C  1.90  13.03  5.95  -1.65
Br  3.60  12.62  6.76  0.57
Br  1.34  14.83  6.35  0.57
Br  1.92  12.71  4.06  0.54
H  1.17  12.37  6.39  -0.03
C  -7.49  3.28  1.65  -1.61
Br  -6.53  1.65  1.30  0.60
Br  -6.29  4.73  2.04  0.60
Br  -8.68  3.72  0.20  0.59
H  -8.10  3.11  2.53  -0.03
C  7.20  -3.76  1.12  -1.63
Br  8.17  -4.36  2.68  0.58
Br  7.67  -4.79  -0.44  0.56
Br  5.31  -3.76  1.43  0.54
H  7.50  -2.74  0.93  -0.03
C  -7.34  1.69  -7.84  -1.62
Br  -7.47  3.23  -6.71  0.58
Br  -5.81  1.80  -9.01  0.59
Br  -7.33  0.06  -6.82  0.57
H  -8.21  1.67  -8.47  -0.03
C  0.09  6.61  -5.04  -1.62
Br  -0.97  5.60  -3.78  0.58
Br  -0.15  8.50  -4.79  0.57
Br  1.94  6.11  -4.98  0.60
H  -0.28  6.37  -6.03  -0.03
C  -0.34  -6.44  1.28  -1.58
Br  -0.47  -8.08  2.25  0.55
Br  -0.61  -6.66  -0.61  0.58
Br  -1.56  -5.11  1.95  0.67
H  0.67  -6.06  1.41  -0.09
C  -4.70  -7.67  -1.38  -1.65
Br  -5.20  -6.25  -0.18  0.56
Br  -3.70  -9.03  -0.46  0.55
Br  -6.22  -8.40  -2.30  0.58
H  -4.05  -7.24  -2.13  -0.03
C  -4.94  1.53  7.73  -1.64
Br  -3.95  -0.06  7.29  0.56
Br  -3.77  3.00  8.12  0.57
Br  -6.20  1.98  6.35  0.54
H  -5.51  1.32  8.62  -0.03
C  -6.61  -3.58  -8.54  -1.65
Br  -5.27  -2.31  -9.10  0.56
Br  -6.66  -5.11  -9.70  0.59
Br  -6.38  -4.07  -6.70  0.56
H  -7.56  -3.08  -8.62  -0.03
C  3.71  5.89  9.12  -1.65
Br  2.89  7.59  9.42  0.56
Br  4.75  5.32  10.64  0.57
Br  2.43  4.55  8.61  0.54
H  4.40  6.00  8.29  -0.03
C  -3.43  -7.31  5.29  -1.62
Br  -3.87  -7.90  3.51  0.54
Br  -1.56  -7.52  5.70  0.54
Br  -4.01  -5.50  5.59  0.57
H  -3.98  -7.94  5.98  -0.03

Properties
**Strongest force on any atom**: 1.5 eV/A
**Molecular weight**: 5069.90 g mol⁻¹
**Highest occupied orbital energy**: -9.024 eV
**HOMO-LUMO gap**: 8.16 eV
**LUMO energy**: -0.9 eV
**Charge**: 0